Formula: C5H10N3
Source: OMol25
Level of theory: wB97M-V/def2-TZVPD

Computed properties:
Energy = -9806.88511 eV
HOMO = -13.46 eV
Total charge = +1
M = 112.16 g mol⁻¹
SMILES = CN/C=C\N1CC1=[NH2+]
LUMO energy = -0.14419 hartree
Energy relative to the best compared isomer or geometry (same formula, charge and spin) = 4.863 eV

Geometry as XYZ:
```
18
Properties=species:S:1:pos:R:3:forces:R:3
C -0.48111 1.83369 -0.47893 0.0 -0.7 1.4
C 0.74558 1.30970 -0.53531 0.3 3.2 -1.9
C -1.43889 0.10984 1.26386 2.3 1.6 2.3
C -1.15211 -0.46846 -0.00903 0.2 -0.4 -1.0
C 1.91035 -0.59204 0.33154 1.2 0.5 1.8
N -1.45168 0.85050 -0.03335 -0.4 0.0 -0.9
N 0.93516 -0.02463 -0.55396 -1.1 -3.8 -0.4
N -1.36600 -1.54087 -0.77907 -0.1 -1.0 0.2
H -0.70213 2.90920 -0.59967 -0.2 -1.0 0.4
H 1.56591 2.02153 -0.70288 0.0 -0.5 0.0
H -2.33481 -0.11194 1.71733 -2.5 -0.2 0.4
H -0.76721 0.44496 2.17508 -0.2 -1.0 -2.4
H 1.57438 -0.19089 1.31753 0.9 -0.8 -0.3
H 2.12343 -1.67384 0.35991 -1.3 0.2 -0.3
H 2.92182 -0.24122 0.13565 0.1 0.6 -0.1
H -1.72511 -2.48051 -0.49313 0.7 1.6 0.3
H -1.06031 -1.53719 -1.74015 -0.4 0.3 -0.2
H 0.70275 -0.61783 -1.37543 0.7 1.3 0.5
```
Forces are in eV/Å.